(1)
{
  "formula": "C11H15FO5P",
  "method": "wB97M-V/def2-TZVPD",
  "species": ["F", "P", "C", "C", "C", "O", "O", "C", "C", "O", "H", "H", "H", "H", "H", "H", "H", "H", "H", "H", "H", "C", "C", "C", "O", "C", "C", "C", "O", "H", "H", "H", "H"],
  "xyz": [[1.8149, -0.5424, 3.2479], [2.3990, -0.6032, 1.6013], [3.3710, -0.6590, -0.0439], [4.3987, 0.6772, -0.0982], [5.8995, 0.3609, -0.8063], [4.6812, 1.2189, -1.4385], [1.0075, -1.5000, 1.0556], [-0.0657, -0.5215, 1.0827], [0.6270, 0.7461, 0.3548], [1.7919, 0.9779, 1.1594], [2.9796, -1.9144, 1.8276], [3.6098, -0.0461, 2.1933], [2.7490, -0.5972, -0.9796], [4.1002, -1.5170, -0.0443], [4.3789, 1.4023, 0.8189], [6.5223, 1.0157, -1.4719], [6.3567, 0.8538, 0.1532], [-0.9915, -0.8826, 0.5475], [-0.3506, -0.1099, 2.1023], [-0.0475, 1.6281, 0.1201], [0.7820, 0.3146, -0.6924], [-4.4281, 1.2856, -0.3742], [-5.6861, 0.8456, -0.3927], [-6.0211, -0.4984, -0.9115], [-7.1694, -0.8995, -0.9303], [-4.9072, -1.3355, -1.4072], [-3.6489, -0.8959, -1.3890], [-3.3139, 0.4483, -0.8704], [-2.1690, 0.8479, -0.8517], [-4.1642, 2.2663, 0.0012], [-6.5133, 1.4446, -0.0330], [-5.1710, -2.3163, -1.7823], [-2.8215, -1.4950, -1.7484]],
  "nbo_charge": [-0.652, 1.609, -0.749, 0.245, -0.529, -0.528, -0.789, -0.110, -0.103, -0.795, -0.194, -0.186, 0.215, 0.227, 0.224, 0.283, 0.171, 0.157, 0.174, 0.182, 0.149, -0.206, -0.246, 0.478, -0.505, -0.246, -0.206, 0.461, -0.461, 0.232, 0.228, 0.230, 0.240],
  "total_energy_ha": -1245.33605,
  "charge": -1,
  "orbital_gap_ha": 0.17510,
  "homo_energy_ha": -0.169
}


(2)
{
  "formula": "C11H15N",
  "method": "wB97M-V/def2-TZVPD",
  "species": ["C", "C", "C", "C", "C", "C", "C", "C", "C", "N", "H", "H", "H", "H", "H", "H", "H", "H", "H", "C", "C", "H", "H", "H", "H", "H", "H"],
  "xyz": [[0.1938, 1.3727, -1.9665], [-0.4346, 0.5113, 0.3895], [-0.3736, 1.5431, -0.5988], [-0.3258, 1.2169, 1.6173], [-0.6083, 2.7753, 0.0358], [-0.5600, -0.8763, 0.3794], [-0.3428, -1.5952, 1.5902], [0.0593, -0.9005, 2.7190], [0.0577, 0.4994, 2.7451], [-0.5010, 2.5722, 1.4376], [-0.6016, -1.3945, -0.5763], [-0.4886, -2.6648, 1.5442], [0.1547, -1.4732, 3.6416], [-0.5531, 1.0247, -2.6866], [1.0505, 0.6536, -1.9663], [-0.8515, 3.7217, -0.3835], [-0.3391, 3.1467, 2.2374], [0.1801, 1.1010, 3.6544], [0.7026, 2.3046, -2.2179], [1.0802, -2.5537, -3.7316], [0.9604, -3.1951, -2.3500], [1.4877, -1.5389, -3.7531], [1.7227, -3.1873, -4.3625], [0.1143, -2.6316, -4.2460], [0.8587, -4.2829, -2.4217], [0.1838, -2.7316, -1.7782], [1.8272, -3.0022, -1.6814]],
  "nbo_charge": [-0.629, -0.099, -0.149, 0.182, -0.213, -0.379, -0.260, -0.296, -0.404, -0.575, 0.168, 0.181, 0.178, 0.188, 0.191, 0.174, 0.387, 0.169, 0.196, -0.607, -0.614, 0.213, 0.183, 0.196, 0.189, 0.223, 0.207],
  "total_energy_ha": -482.83005,
  "e_above_lowest_kcal_mol": 25.1,
  "charge": -1,
  "orbital_gap_ha": [0.10616, 0.22950],
  "spin_multiplicity": 2,
  "s2": 0.77,
  "homo_energy_ha": [0.026, -0.099]
}


(3)
{
  "formula": "C11H15N",
  "method": "wB97M-V/def2-TZVPD",
  "species": ["C", "C", "H", "H", "H", "H", "H", "H", "C", "C", "C", "C", "C", "C", "C", "C", "C", "N", "H", "H", "H", "H", "H", "H", "H", "H", "H"],
  "xyz": [[-0.9478, -2.9125, 1.7839], [-0.6030, -1.4737, 2.1386], [-0.8210, -3.5275, 2.6930], [-1.9592, -3.1414, 1.4725], [-0.1517, -3.2406, 1.1314], [0.4114, -1.0839, 2.2502], [-1.2413, -1.1540, 3.0016], [-0.8354, -0.8159, 1.2034], [-0.7720, 2.6081, 1.1813], [1.2936, 0.4404, -1.2269], [0.0195, 0.9630, -0.7867], [0.1380, 1.6791, 0.4000], [1.4888, 1.5735, 0.7573], [1.4463, -0.4162, -2.3091], [0.3042, -0.7720, -3.0738], [-1.0477, 0.7867, -1.7263], [-0.8705, -0.0738, -2.8308], [2.2377, 0.9389, -0.3074], [3.1799, 1.0052, -0.6296], [2.4563, -0.8605, -2.4487], [2.1842, 1.7639, 1.5706], [0.4223, -1.6523, -3.6840], [-1.9199, 1.3973, -1.5830], [-0.0685, 3.1079, 1.8889], [-1.3003, 2.0352, 1.9969], [-1.7028, -0.4600, -3.4350], [-1.3412, 3.2850, 0.5718]],
  "nbo_charge": [-0.608, -0.649, 0.173, 0.204, 0.211, 0.230, 0.180, 0.244, -0.629, 0.178, -0.136, -0.133, -0.217, -0.382, -0.344, -0.370, -0.231, -0.602, 0.387, 0.175, 0.177, 0.182, 0.177, 0.203, 0.196, 0.176, 0.207],
  "total_energy_ha": -482.81303,
  "e_above_lowest_kcal_mol": 35.8,
  "charge": -1,
  "orbital_gap_ha": [0.12171, 0.23987],
  "spin_multiplicity": 2,
  "s2": 0.78,
  "homo_energy_ha": [0.018, -0.102]
}


(4)
{
  "formula": "C11H15N",
  "method": "wB97M-V/def2-TZVPD",
  "species": ["C", "C", "C", "C", "C", "C", "C", "C", "C", "N", "H", "H", "H", "H", "H", "H", "H", "H", "H", "C", "C", "H", "H", "H", "H", "H", "H"],
  "xyz": [[-1.6795, 2.8273, 1.6305], [0.4093, -0.0742, 2.2079], [0.0695, 1.0281, 1.3718], [-0.7825, 1.8000, 2.1393], [-0.8934, 1.2507, 3.4430], [1.8506, -1.0862, 0.5185], [1.2683, -1.1113, 1.7792], [1.7984, 0.1331, -0.2515], [0.8470, 1.0937, 0.1488], [-0.1632, 0.1812, 3.4770], [2.2142, -1.9465, 0.1804], [1.2760, -2.1967, 2.3567], [2.4675, 0.5247, -1.0652], [0.8902, 1.9643, -0.4173], [0.1078, -0.3450, 4.2264], [-1.5564, 1.5098, 4.2200], [-2.0761, 2.6555, 0.6041], [-1.1619, 3.8426, 1.7078], [-2.5483, 3.0407, 2.3842], [-0.3056, -1.4112, -4.4804], [-0.3271, -2.3998, -3.2934], [-0.0001, -1.9931, -5.2367], [-1.2894, -0.9675, -4.6952], [0.2492, -0.4749, -4.2479], [0.2898, -1.8090, -2.5759], [0.3017, -3.3402, -3.2758], [-1.2560, -2.6961, -2.8564]],
  "nbo_charge": [-0.627, 0.109, -0.092, -0.115, -0.011, -0.229, -0.218, -0.235, -0.192, -0.490, 0.203, 0.212, 0.225, 0.202, 0.403, 0.210, 0.223, 0.211, 0.212, -0.611, -0.633, 0.206, 0.205, 0.206, 0.213, 0.205, 0.209],
  "total_energy_ha": -482.80729,
  "smiles": "Cc1c[nH]c2ccccc12.CC",
  "e_above_lowest_kcal_mol": 67.7,
  "orbital_gap_ha": 0.30848,
  "homo_energy_ha": -0.275
}


(5)
{
  "formula": "C11H15N",
  "method": "wB97M-V/def2-TZVPD",
  "species": ["C", "C", "H", "H", "H", "H", "H", "H", "C", "C", "C", "C", "C", "C", "C", "C", "C", "N", "H", "H", "H", "H", "H", "H", "H", "H", "H"],
  "xyz": [[-0.0794, -0.3637, 3.3681], [-0.2165, 1.1373, 3.0747], [-0.2397, -0.9598, 2.4673], [0.9379, -0.6050, 3.6903], [-0.7904, -0.6713, 4.1297], [-0.3389, 1.8225, 3.9101], [-1.1355, 1.2355, 2.4918], [0.6378, 1.4207, 2.4755], [-2.3607, 1.0413, -1.8272], [-0.1391, -0.3301, -1.4131], [-1.0190, 0.7859, -1.2133], [1.1115, -0.0034, -0.8246], [-0.3073, 1.7177, -0.5024], [-0.2945, -1.5581, -2.0759], [0.8164, -2.3751, -2.1754], [2.0131, -2.0630, -1.5195], [2.2091, -0.8713, -0.8460], [0.8964, 1.1656, -0.1500], [-1.1716, -1.6908, -2.7007], [0.7509, -3.3436, -2.6581], [2.7778, -2.8300, -1.4489], [-2.4762, 2.1123, -2.0328], [-3.1737, 0.8531, -1.1264], [-0.6975, 2.6495, -0.1300], [1.5868, 1.6895, 0.3605], [3.1753, -0.5045, -0.5365], [-2.4731, 0.5388, -2.7870]],
  "nbo_charge": [-0.605, -0.604, 0.211, 0.197, 0.202, 0.204, 0.204, 0.190, -0.629, -0.096, -0.093, 0.142, -0.034, -0.181, -0.244, -0.212, -0.245, -0.523, 0.210, 0.211, 0.211, 0.216, 0.217, 0.213, 0.405, 0.215, 0.218],
  "total_energy_ha": -482.89383,
  "smiles": "Cc1c[nH]c2ccccc12.CC",
  "e_above_lowest_kcal_mol": 13.4,
  "orbital_gap_ha": 0.31853,
  "homo_energy_ha": -0.285
}


(6)
{
  "formula": "C11H15N",
  "method": "wB97M-V/def2-TZVPD",
  "species": ["C", "C", "C", "C", "C", "C", "C", "C", "C", "N", "H", "H", "H", "H", "H", "H", "H", "H", "H", "C", "C", "H", "H", "H", "H", "H", "H"],
  "xyz": [[-2.4860, 0.8296, 3.1389], [-0.4637, 0.5227, 0.0304], [-0.6387, 0.3139, 1.4047], [-1.9022, 0.9121, 1.7720], [-2.4246, 1.4300, 0.6354], [1.6360, -0.5293, 0.0754], [0.6754, 0.1211, -0.6690], [1.4828, -0.7860, 1.4480], [0.3623, -0.3613, 2.1212], [-1.5815, 1.1829, -0.4303], [2.5929, -0.7973, -0.3346], [0.9491, 0.4087, -1.6796], [2.2542, -1.3159, 1.9938], [0.2136, -0.5192, 3.1796], [-1.6415, 1.6193, -1.3353], [-3.3777, 1.9039, 0.4786], [-2.7374, -0.2058, 3.3901], [-3.3909, 1.4104, 3.2282], [-1.7435, 1.1596, 3.8600], [1.8241, -1.0502, -4.2523], [2.6982, -2.0348, -3.5105], [0.8102, -1.0215, -3.8393], [2.2402, -0.0460, -4.3500], [1.6535, -1.3815, -5.2767], [2.9803, -1.8182, -2.4730], [3.6321, -2.2401, -4.0243], [2.1650, -2.9752, -3.4347]],
  "nbo_charge": [-0.626, 0.211, -0.128, -0.078, -0.036, -0.209, -0.273, -0.245, -0.177, -0.549, 0.207, 0.219, 0.210, 0.209, 0.407, 0.209, 0.215, 0.217, 0.215, -0.612, -0.609, 0.204, 0.202, 0.205, 0.204, 0.202, 0.205],
  "total_energy_ha": -482.90667,
  "smiles": "Cc1c[nH]c2ccccc12.CC",
  "e_above_lowest_kcal_mol": 5.3,
  "orbital_gap_ha": 0.32302,
  "homo_energy_ha": -0.289
}


(7)
{
  "formula": "C11H15N",
  "method": "wB97M-V/def2-TZVPD",
  "species": ["C", "C", "C", "C", "C", "C", "C", "C", "C", "N", "H", "H", "H", "H", "H", "H", "H", "H", "H", "C", "C", "H", "H", "H", "H", "H", "H"],
  "xyz": [[-0.4861, 4.4391, 0.7291], [0.8262, 0.9616, 0.2191], [-0.0359, 1.8450, 0.9011], [0.2024, 3.1720, 0.3510], [1.1599, 3.0082, -0.5963], [0.8536, -0.4025, 0.4906], [0.0050, -0.8686, 1.4799], [-0.8606, -0.0050, 2.1638], [-0.8839, 1.3533, 1.8824], [1.5559, 1.6958, -0.6867], [1.5324, -1.0581, -0.0395], [0.0020, -1.9194, 1.7321], [2.1872, 1.3366, -1.3756], [-1.4968, -0.4230, 2.9323], [1.5387, 3.8232, -1.1969], [-1.6125, 1.9927, 2.3628], [-1.5103, 4.2142, 1.0331], [-0.5619, 5.0700, -0.1593], [-0.0281, 5.0258, 1.5211], [0.1402, -3.5376, -1.5295], [-0.7300, -4.7503, -1.9217], [-0.1660, -3.1946, -0.5432], [1.1880, -3.8284, -1.4951], [-0.0284, -2.7507, -2.2624], [-0.6430, -5.5286, -1.1598], [-1.7822, -4.4840, -1.9816], [-0.3660, -5.1868, -2.8508]],
  "nbo_charge": [-0.626, 0.125, -0.029, -0.111, -0.029, -0.233, -0.221, -0.237, -0.218, -0.531, 0.212, 0.210, 0.411, 0.210, 0.209, 0.211, 0.215, 0.216, 0.217, -0.605, -0.601, 0.204, 0.199, 0.202, 0.198, 0.203, 0.200],
  "total_energy_ha": -482.90882,
  "smiles": "Cc1c[nH]c2ccccc12.CC",
  "e_above_lowest_kcal_mol": 4.0,
  "orbital_gap_ha": 0.32053,
  "homo_energy_ha": -0.286
}


(8)
{
  "formula": "C11H15N",
  "method": "wB97M-V/def2-TZVPD",
  "species": ["C", "C", "C", "C", "C", "C", "C", "C", "C", "N", "H", "H", "H", "H", "H", "H", "H", "H", "H", "C", "C", "H", "H", "H", "H", "H", "H"],
  "xyz": [[1.2110, -1.6332, 1.2378], [-0.9957, -1.3643, -0.0373], [0.2954, -2.0376, 0.1629], [-1.4776, -1.8931, -1.2710], [0.4900, -2.8844, -0.8615], [-1.7089, -0.3822, 0.6190], [-2.9177, 0.0271, 0.0524], [-3.4064, -0.4880, -1.1386], [-2.6683, -1.4412, -1.8274], [-0.6269, -2.8528, -1.7313], [-1.3336, 0.1345, 1.4928], [-3.5291, 0.7185, 0.6209], [-4.3406, -0.0829, -1.4995], [1.5126, -2.5179, 1.8106], [0.8737, -0.8312, 1.8882], [1.2708, -3.5927, -1.0673], [-0.7959, -3.4378, -2.5314], [-2.9105, -1.9428, -2.7606], [2.1448, -1.2297, 0.8164], [2.8792, 3.1318, 1.1830], [1.7919, 3.8063, 0.3507], [3.8307, 3.5130, 0.8049], [2.8635, 3.4150, 2.2417], [2.9188, 2.0451, 1.1980], [0.8769, 3.2250, 0.2363], [2.0925, 3.7779, -0.7072], [1.6594, 4.8174, 0.7174]],
  "nbo_charge": [-0.631, -0.022, -0.107, 0.131, -0.034, -0.226, -0.236, -0.218, -0.240, -0.539, 0.213, 0.208, 0.215, 0.220, 0.221, 0.210, 0.412, 0.206, 0.218, -0.610, -0.616, 0.201, 0.200, 0.205, 0.209, 0.202, 0.209],
  "total_energy_ha": -482.89102,
  "smiles": "Cc1c[nH]c2ccccc12.CC",
  "e_above_lowest_kcal_mol": 15.2,
  "orbital_gap_ha": 0.32180,
  "homo_energy_ha": -0.289
}